56
Properties=species:S:1:pos:R:3:forces:R:3:mulliken_spin:R:1 method="wB97M-V/def2-TZVPD" spin_multiplicity=4 charge=+2 largest_force_ha_per_bohr=0.172 s_squared=3.766 mol_weight_g_mol=540.77 orbital_gap_ev="6.952 / 3.849"
C 0.4562 2.2299 3.5236 -0.1 1.7 0.4 0.1306
C 0.9124 2.2845 2.1525 -0.1 1.5 0.3 -0.0699
C -0.2502 2.2868 1.3056 -0.8 1.9 0.1 -0.0753
H 1.9341 2.4368 1.8303 -0.1 -0.2 -0.1 0.0047
C -1.4212 2.1547 2.1424 0.1 2.6 -0.2 0.1019
C -0.9806 2.1274 3.5125 0.0 1.8 0.1 -0.0528
H -1.6226 2.1147 4.3870 0.1 -0.2 -0.1 0.0104
H 1.0791 2.2917 4.4085 -0.1 -0.2 -0.1 0.0234
H -0.2537 2.4544 0.2398 0.0 -0.4 -0.1 -0.0013
H -2.4516 2.2009 1.8127 0.1 -0.3 -0.1 0.0054
Re -0.1710 0.5216 2.4193 0.3 -8.8 0.5 2.3278
C -0.5768 -0.6296 0.6989 -0.5 0.3 0.0 0.2125
H -1.0965 0.0563 0.0006 0.5 -0.6 0.4 0.0556
H -1.1647 -1.5502 0.7952 0.0 0.3 0.2 0.0485
H 0.4673 -0.9161 0.4678 -0.4 0.5 0.0 0.0440
Si 0.1777 -0.1608 -1.8902 0.5 -1.0 -2.2 0.0073
C 1.5667 -0.5447 -3.0619 0.3 -0.1 0.3 0.0129
C 2.5132 0.4551 -3.3415 0.4 -0.6 -0.4 0.0013
H 2.4027 1.4541 -2.9102 0.1 -0.3 -0.2 0.0002
C 3.6200 0.1547 -4.1518 -0.2 0.0 0.1 0.0008
H 4.3551 0.9316 -4.3662 -0.2 -0.3 0.1 0.0001
C 3.7793 -1.1319 -4.6845 -0.5 0.1 0.2 0.0025
H 4.6546 -1.3664 -5.2990 -0.4 0.1 0.2 0.0000
C 2.8137 -2.1189 -4.4212 0.1 0.0 0.0 -0.0006
H 2.9253 -3.1071 -4.8783 0.0 0.3 0.3 0.0001
C 1.7304 -1.8424 -3.5779 0.4 0.4 -0.3 0.0019
H 1.0094 -2.6174 -3.3030 0.2 0.1 -0.3 -0.0010
C -1.2928 0.4978 -2.8015 -0.6 -0.1 0.0 0.0087
C -1.1029 0.8513 -4.1472 -0.2 0.5 0.1 0.0002
H -0.2257 0.4797 -4.6813 -0.2 0.3 0.1 0.0000
C -2.0125 1.7074 -4.7879 -0.1 -0.3 0.3 -0.0003
H -1.8234 2.0210 -5.8134 -0.1 -0.1 0.2 0.0001
C -3.1517 2.1601 -4.1092 0.4 -0.2 0.2 0.0023
H -3.8532 2.8351 -4.6072 0.3 -0.2 0.2 0.0000
C -3.3941 1.7269 -2.7966 0.1 -0.3 -0.1 -0.0003
H -4.2822 2.0772 -2.2727 0.1 -0.2 -0.2 0.0000
C -2.4986 0.8514 -2.1634 0.2 0.7 -0.5 -0.0003
H -2.7177 0.4500 -1.1702 -0.1 0.3 -0.2 0.0021
H 0.7230 0.9268 -1.0691 0.0 0.1 0.6 0.0083
H -0.1122 -1.4781 -1.1988 0.1 0.3 -0.6 0.0531
C 2.4071 -0.7965 3.5221 0.7 -0.2 0.3 0.0265
O 1.1357 -1.0830 2.9040 0.3 -0.6 0.1 0.0512
C 0.6739 -2.4818 3.0676 0.2 0.5 -0.7 -0.0038
C -0.6797 -2.4254 3.7201 -0.3 0.6 0.2 0.0031
O -1.2606 -1.1236 3.3587 0.2 -0.1 0.3 0.0599
C -2.5418 -0.9278 3.9681 -0.8 -0.2 0.4 0.0204
H 2.6615 0.2467 3.2960 0.0 -0.4 0.0 -0.0160
H 3.1615 -1.4800 3.1000 -0.2 0.4 0.2 -0.0005
H 2.3139 -0.9306 4.6098 0.1 0.0 -0.3 0.0037
H 1.3996 -3.0128 3.6914 -0.1 0.1 -0.3 0.0002
H 0.6116 -2.9221 2.0618 0.3 0.2 0.3 0.0014
H -1.3471 -3.2108 3.3523 0.1 0.1 0.1 0.0008
H -0.6059 -2.4764 4.8112 -0.1 0.1 -0.1 0.0009
H -3.1793 -1.7814 3.6994 0.1 0.3 0.1 0.0000
H -2.4313 -0.8677 5.0594 0.0 0.0 -0.3 0.0011
H -2.9835 -0.0028 3.5856 0.1 -0.3 0.0 -0.0138